Formula: C21H68N24O14
Source: OMol25
Level of theory: ωB97M-V/def2-TZVPD

Each atom is followed by the atoms it is bonded to, with distances in Å.
Geometry (Å):
1 C 4.1669 5.0455 -1.9721  O2 1.410, H12 1.097, H13 1.092, H14 1.100
2 O 3.3333 4.2251 -2.7600  C1 1.410, C3 1.400
3 C 2.0699 3.9393 -2.2294  O2 1.400, C4 1.519, H15 1.097, H16 1.104
4 C 1.9662 2.5470 -1.6305  C3 1.519, C5 1.525, O6 1.413, H17 1.106
5 C 0.7281 2.4543 -0.7456  C4 1.525, H18 1.098, H19 1.094, H20 1.098
6 O 3.1557 2.3148 -0.9046  C4 1.413, C7 1.415
7 C 3.4302 0.9479 -0.6636  O6 1.415, C8 1.516, H21 1.105, H22 1.104
8 C 4.6026 0.7917 0.2846  C7 1.516, C9 1.534, H23 1.102, H24 1.101
9 C 4.5263 1.5325 1.6255  C8 1.534, C10 1.534, C11 1.526, H25 1.102
10 C 3.2452 1.2111 2.4060  C9 1.534, H26 1.100, H27 1.095, H28 1.096
11 C 4.7248 3.0432 1.5429  C9 1.526, H29 1.093, H30 1.099, H31 1.095
12 H 4.7822 4.4584 -1.2792  C1 1.097
13 H 4.8111 5.5971 -2.6606  C1 1.092
14 H 3.5729 5.7657 -1.3895  C1 1.100
15 H 1.3417 4.0271 -3.0449  C3 1.097
16 H 1.7976 4.6725 -1.4503  C3 1.104
17 H 1.8951 1.8182 -2.4593  C4 1.106
18 H 0.5253 1.4477 -0.3559  C5 1.098
19 H 0.8268 3.1170 0.1198  C5 1.094
20 H -0.1590 2.7657 -1.3127  C5 1.098
21 H 3.6933 0.4637 -1.6217  C7 1.105
22 H 2.5364 0.4269 -0.2768  C7 1.104
23 H 4.6729 -0.2889 0.4911  C8 1.102
24 H 5.5283 1.0648 -0.2452  C8 1.101
25 H 5.3657 1.1517 2.2297  C9 1.102
26 H 2.8583 0.2056 2.1826  C10 1.100
27 H 3.4900 1.2340 3.4731  C10 1.095
28 H 2.4623 1.9619 2.2478  C10 1.096
29 H 3.9333 3.5262 0.9648  C11 1.093
30 H 5.7013 3.3085 1.1144  C11 1.099
31 H 4.6933 3.4471 2.5599  C11 1.095
32 C 4.5940 2.8951 5.9876  O33 1.213, N34 1.356, N35 1.376
33 O 5.0903 2.7059 4.8970  C32 1.213
34 N 4.6279 1.9874 6.9946  C32 1.356, H36 1.003, H37 1.006
35 N 3.9298 4.0690 6.2617  C32 1.376, H38 1.005, H39 1.004
36 H 4.2421 2.1504 7.9058  N34 1.003
37 H 5.1335 1.1294 6.8498  N34 1.006
38 H 3.8687 4.7428 5.5183  N35 1.005
39 H 3.5187 4.2764 7.1536  N35 1.004
40 C -3.2824 2.8797 -0.2526  O41 1.229, N42 1.350, N43 1.365
41 O -2.4768 2.3514 0.5105  C40 1.229
42 N -4.2790 2.2119 -0.8723  C40 1.350, H44 1.007, H45 1.002
43 N -3.2138 4.2119 -0.5421  C40 1.365, H46 1.003, H47 1.005
44 H -4.9261 2.6596 -1.5014  N42 1.007
45 H -4.4223 1.2358 -0.6950  N42 1.002
46 H -2.4851 4.7462 -0.1067  N43 1.003
47 H -3.8622 4.6612 -1.1653  N43 1.005
48 C 5.7129 -1.1350 8.9843  O49 1.219, N50 1.359, N51 1.366
49 O 5.6924 0.0834 8.9508  C48 1.219
50 N 6.0209 -1.8681 7.8820  C48 1.359, H52 1.003, H53 1.011
51 N 5.4165 -1.8411 10.1152  C48 1.366, H54 1.004, H55 1.002
52 H 6.0392 -2.8705 7.8659  N50 1.003
53 H 6.2393 -1.3494 7.0427  N50 1.011
54 H 5.1878 -1.3144 10.9383  N51 1.004
55 H 5.4295 -2.8425 10.1591  N51 1.002
56 C -6.1231 -1.2043 -1.5561  O57 1.236, N58 1.349, N59 1.361
57 O -6.0816 -0.0635 -1.0817  C56 1.236
58 N -5.1606 -1.7190 -2.3490  C56 1.349, H60 1.006, H61 1.013
59 N -7.1606 -2.0399 -1.2780  C56 1.361, H62 1.004, H63 1.004
60 H -5.2023 -2.6264 -2.7808  N58 1.006
61 H -4.4361 -1.0943 -2.6807  N58 1.013
62 H -7.8893 -1.6969 -0.6789  N59 1.004
63 H -7.2292 -2.9665 -1.6592  N59 1.004
64 C -4.6213 -3.5499 -5.4987  O65 1.224, N66 1.364, N67 1.361
65 O -5.4920 -3.0064 -4.8327  C64 1.224
66 N -3.4238 -2.9389 -5.7317  C64 1.364, H68 1.003, H69 1.008
67 N -4.7853 -4.7879 -6.0402  C64 1.361, H70 1.009, H71 1.002
68 H -2.6967 -3.3386 -6.2954  N66 1.003
69 H -3.2851 -2.0346 -5.3078  N66 1.008
70 H -5.6658 -5.2501 -5.8673  N67 1.009
71 H -4.0780 -5.2397 -6.5884  N67 1.002
72 C -5.0969 3.4773 -4.4037  O73 1.222, N74 1.364, N75 1.359
73 O -5.6171 4.2200 -3.5845  C72 1.222
74 N -3.8198 3.6673 -4.8418  C72 1.364, H76 1.003, H77 1.003
75 N -5.7336 2.3882 -4.9090  C72 1.359, H78 1.004, H79 1.003
76 H -3.3640 3.0542 -5.4918  N74 1.003
77 H -3.3174 4.4536 -4.4729  N74 1.003
78 H -6.6678 2.2101 -4.5868  N75 1.004
79 H -5.3061 1.7453 -5.5493  N75 1.003
80 C 0.6111 3.6045 4.2964  O81 1.216, N82 1.368, N83 1.373
81 O 1.5308 3.8799 3.5503  C80 1.216
82 N -0.6494 3.3321 3.8392  C80 1.368, H84 1.003, H85 1.007
83 N 0.7767 3.5450 5.6578  C80 1.373, H86 1.012, H87 1.002
84 H -1.4125 3.0914 4.4433  N82 1.003
85 H -0.7919 3.3204 2.8425  N82 1.007
86 H 1.7185 3.6922 5.9964  N83 1.012
87 H 0.0338 3.3287 6.2951  N83 1.002
88 C -1.9531 -0.2695 -2.8238  O89 1.233, N90 1.347, N91 1.357
89 O -2.8092 -0.5162 -3.6770  C88 1.233
90 N -2.2158 -0.2259 -1.5033  C88 1.347, H92 1.004, H93 1.000
91 N -0.6691 0.0071 -3.1644  C88 1.357, H94 1.009, H95 1.005
92 H -1.5372 0.0560 -0.8187  N90 1.004
93 H -3.1516 -0.3883 -1.1896  N90 1.000
94 H -0.4085 0.0313 -4.1384  N91 1.009
95 H 0.0276 0.2652 -2.4876  N91 1.005
96 C 7.0302 -0.9358 4.1690  O97 1.217, N98 1.361, N99 1.367
97 O 6.9507 -0.3126 5.2117  C96 1.217
98 N 7.9974 -0.6769 3.2468  C96 1.361, H100 1.002, H101 1.004
99 N 6.1512 -1.9271 3.8342  C96 1.367, H102 1.004, H103 1.003
100 H 8.0724 -1.1603 2.3718  N98 1.002
101 H 8.6412 0.0642 3.4589  N98 1.004
102 H 5.3953 -2.1090 4.4695  N99 1.004
103 H 6.1955 -2.4327 2.9696  N99 1.003
104 C -5.1055 -4.7128 1.3876  O105 1.217, N106 1.368, N107 1.360
105 O -5.3304 -5.5923 0.5765  C104 1.217
106 N -4.8636 -4.9878 2.7061  C104 1.368, H108 1.003, H109 1.003
107 N -5.0796 -3.3944 1.0548  C104 1.360, H110 1.006, H111 1.003
108 H -4.6771 -4.2806 3.3917  N106 1.003
109 H -4.8789 -5.9522 2.9826  N106 1.003
110 H -5.2648 -3.1531 0.0964  N107 1.006
111 H -4.9044 -2.6574 1.7119  N107 1.003
112 C -6.9538 -7.7268 -4.6702  O113 1.218, N114 1.367, N115 1.361
113 O -7.3428 -6.5869 -4.8539  C112 1.218
114 N -5.8892 -8.2499 -5.3499  C112 1.367, H116 1.003, H117 1.003
115 N -7.5485 -8.5633 -3.7769  C112 1.361, H118 1.004, H119 1.002
116 H -5.5445 -9.1832 -5.2266  N114 1.003
117 H -5.4434 -7.6514 -6.0196  N114 1.003
118 H -8.3235 -8.1974 -3.2537  N115 1.004
119 H -7.2383 -9.5010 -3.6052  N115 1.002
120 C 2.1434 -1.1139 -4.9440  O121 1.219, N122 1.362, N123 1.363
121 O 1.5886 -0.0388 -5.0938  C120 1.219
122 N 3.2653 -1.4486 -5.6409  C120 1.362, H124 1.002, H125 1.004
123 N 1.6857 -2.0564 -4.0719  C120 1.363, H126 1.008, H127 1.003
124 H 3.7430 -2.3232 -5.5323  N122 1.002
125 H 3.6250 -0.7659 -6.2837  N122 1.004
126 H 0.8489 -1.8421 -3.5529  N123 1.008
127 H 2.1335 -2.9434 -3.9373  N123 1.003

Computed properties:
- frontier orbital gap (eV) = 9.3
- molar mass (Da) = 880.9
- E_HOMO (eV) = -8.98
- DFT total energy (hartree) = -3208.97142
- strongest force on any atom (eV/Å) = 0.81
- LUMO level (eV) = 0.34